Entry 1:
The following is a quantum chemistry calculation of a structure of composition C30H33AlClN8O, from the Open Molecules 2025 dataset.

CARTESIAN COORDINATES (ANGSTROEM)
Al -0.56 -2.48 0.34
N -4.46 -3.90 -0.41
C -3.24 -3.53 -0.67
N -2.36 -3.19 0.27
C -2.75 -3.32 1.64
N -1.86 -3.33 2.59
N -0.61 -3.18 2.06
C 0.46 -3.75 2.48
C 1.54 -3.73 1.50
C 2.77 -4.33 1.71
C 3.69 -4.38 0.67
C 3.37 -3.81 -0.56
C 2.13 -3.22 -0.71
N 1.22 -3.19 0.28
C -4.15 -3.54 1.94
C -4.66 -3.48 3.24
C -5.98 -3.80 3.47
C -6.81 -4.18 2.41
C -6.33 -4.22 1.11
C -5.00 -3.90 0.88
H -5.07 -4.19 -1.17
H -2.93 -3.48 -1.71
H 0.53 -4.27 3.43
H 2.99 -4.76 2.68
H 4.65 -4.87 0.81
H 4.07 -3.83 -1.38
H 1.84 -2.76 -1.65
H -4.00 -3.19 4.05
H -6.37 -3.76 4.47
H -7.84 -4.44 2.60
H -6.98 -4.49 0.29
C 1.72 5.34 1.56
C 1.10 5.04 0.18
C 1.87 5.85 -0.87
C -0.36 5.53 0.18
C 1.16 3.51 -0.16
O 0.45 3.21 -1.34
C 2.63 3.02 -0.27
C 2.88 1.56 -0.71
C 2.44 1.18 -2.10
C 1.57 0.11 -2.30
C 1.20 -0.29 -3.58
C 1.72 0.37 -4.68
Cl 1.29 -0.14 -6.26
C 2.60 1.43 -4.50
C 2.96 1.82 -3.22
C 0.42 2.73 0.97
N -0.17 1.47 0.51
C 0.21 0.24 0.77
N -0.63 -0.61 0.15
C -1.56 0.23 -0.46
N -1.29 1.47 -0.24
H 1.68 6.41 1.73
H 2.76 5.04 1.61
H 1.17 4.86 2.37
H 1.68 6.91 -0.70
H 1.55 5.64 -1.90
H 2.95 5.71 -0.81
H -0.37 6.62 0.22
H -0.92 5.19 1.05
H -0.89 5.23 -0.72
H 0.51 3.95 -1.95
H 3.12 3.15 0.70
H 3.14 3.67 -0.97
H 2.45 0.86 0.01
H 3.97 1.42 -0.66
H 1.16 -0.42 -1.44
H 0.51 -1.11 -3.73
H 3.02 1.93 -5.36
H 3.66 2.63 -3.10
H -0.42 3.34 1.31
H 1.09 2.53 1.79
H 1.07 -0.05 1.35
H -2.39 -0.11 -1.05

As for the frontier orbital gap: 4.3 eV. The charge is +3. Its total energy is -2378.0980 Ha. The molar mass is 584.1 u.



Entry 2:
The following is a quantum chemistry calculation of the ion C5H6N with charge +1 in a non-equilibrium geometry, from the Open Molecules 2025 dataset.

CARTESIAN COORDINATES (ANGSTROEM)
C 1.69 -0.40 0.01
N 0.46 -0.14 0.18
C -0.25 -1.24 -0.02
C -1.58 -0.86 -0.08
C -1.73 0.48 0.05
C -0.35 1.06 -0.03
H 2.09 -1.39 0.20
H 2.41 0.36 -0.28
H 0.15 -2.23 -0.09
H -2.62 1.04 0.26
H -0.08 1.54 -0.98
H -0.19 1.79 0.77

As for the frontier orbital gap (alpha / beta): 7.5 / 9.3 eV. The charge is +1. Its total energy is -248.4245 Ha. The SMILES is C=[N+]1C=C=CC1. The energy above the lowest of the compared OMol25 structures with the same formula, charge and spin comes out at 120.0 kcal/mol. The molar mass is 80.1 u.



Entry 3:
The following is a quantum chemistry calculation of a cluster of 2 separate species, C2HFI2O in total in a non-equilibrium geometry, from the Open Molecules 2025 dataset.

CARTESIAN COORDINATES (ANGSTROEM)
C -0.06 -0.64 0.25
C 1.08 -0.87 1.19
O -1.00 -1.37 0.18
F 1.21 -1.87 1.98
I 1.90 -2.04 -1.95
I 2.48 0.51 1.37
H -0.01 0.35 -0.38

As for the frontier orbital gap (alpha / beta): 8.2 / 5.7 eV. Its total energy is -847.1984 Ha. The energy above the lowest of the compared OMol25 structures with the same formula, charge and spin comes out at 37.7 kcal/mol. The molar mass is 313.8 u.



Entry 4:
The following is a quantum chemistry calculation of a cluster of 12 separate species, C32H78F36N8O4P6 in total in a non-equilibrium geometry, from the Open Molecules 2025 dataset.

CARTESIAN COORDINATES (ANGSTROEM)
C -25.11 0.54 36.93
N -23.91 -0.07 36.10
C -22.84 1.01 35.90
C -23.24 -1.22 36.83
C -24.48 -0.58 34.75
C -25.38 -1.80 34.80
O -24.74 -3.03 35.12
H -25.25 1.62 36.86
H -24.96 0.25 37.96
H -26.02 -0.01 36.72
H -23.27 1.74 35.21
H -22.04 0.58 35.30
H -22.49 1.33 36.87
H -24.08 -1.89 37.04
H -22.90 -0.68 37.71
H -22.33 -1.59 36.36
H -23.61 -0.65 34.10
H -25.04 0.28 34.37
H -25.85 -1.96 33.83
H -26.29 -1.62 35.37
H -25.26 -3.79 34.82
C -33.11 0.14 26.69
N -31.64 -0.12 27.12
C -30.82 1.04 26.67
C -31.59 -0.07 28.65
C -31.09 -1.44 26.46
C -31.80 -2.76 26.80
O -33.15 -2.88 26.41
H -33.13 0.08 25.60
H -33.58 1.02 27.14
H -33.62 -0.73 27.10
H -30.83 1.84 27.40
H -31.17 1.41 25.71
H -29.79 0.74 26.49
H -30.60 -0.38 28.98
H -32.25 -0.87 28.98
H -32.10 0.87 28.89
H -30.05 -1.43 26.79
H -31.18 -1.31 25.38
H -31.84 -2.93 27.88
H -31.25 -3.64 26.44
H -33.11 -3.76 26.04
C -18.64 -3.94 12.12
N -19.94 -3.58 12.86
C -20.25 -2.05 12.72
C -21.09 -4.30 12.18
C -19.62 -3.97 14.38
C -20.52 -3.28 15.44
O -21.69 -3.56 15.03
H -18.49 -5.00 11.96
H -17.85 -3.41 12.64
H -18.88 -3.46 11.17
H -20.21 -1.74 11.68
H -19.60 -1.41 13.33
H -21.29 -1.90 13.02
H -21.37 -3.80 11.25
H -21.97 -4.44 12.80
H -20.67 -5.29 12.00
H -18.60 -3.67 14.61
H -19.67 -5.06 14.49
H -20.37 -2.20 15.48
H -20.35 -3.60 16.47
H -22.37 -3.18 15.60
C -14.41 -8.50 38.52
N -14.02 -8.58 40.01
C -12.56 -8.13 40.14
C -15.02 -7.60 40.75
C -14.11 -10.03 40.41
C -13.81 -10.22 41.94
O -12.44 -10.24 42.33
H -15.44 -8.85 38.44
H -13.72 -9.01 37.86
H -14.26 -7.47 38.21
H -12.51 -7.83 41.19
H -12.23 -7.32 39.49
H -11.93 -8.95 39.79
H -14.84 -7.52 41.82
H -16.03 -8.01 40.66
H -14.95 -6.62 40.27
H -13.43 -10.63 39.81
H -15.10 -10.37 40.08
H -14.08 -11.21 42.29
H -14.40 -9.52 42.54
H -11.91 -10.83 41.79
C -9.26 -9.76 32.50
C -9.30 -8.83 31.24
N -9.64 -9.62 30.00
C -8.66 -10.39 29.33
C -9.45 -10.87 28.27
N -10.76 -10.43 28.37
C -10.88 -9.70 29.48
C -11.81 -10.61 27.45
H -8.78 -9.18 33.29
H -8.76 -10.71 32.32
H -10.31 -10.00 32.62
H -8.29 -8.53 31.00
H -9.95 -7.96 31.29
H -7.59 -10.43 29.45
H -9.24 -11.58 27.49
H -11.70 -9.06 29.76
H -12.56 -9.83 27.59
H -12.16 -11.64 27.59
H -11.46 -10.61 26.42
C -18.83 -4.86 31.21
C -18.79 -5.30 29.73
N -19.77 -4.60 28.93
C -21.09 -4.24 29.26
C -21.62 -3.60 28.13
N -20.63 -3.47 27.21
C -19.51 -4.10 27.73
C -20.71 -2.72 25.91
H -17.94 -5.39 31.55
H -19.85 -5.09 31.52
H -18.68 -3.80 31.37
H -18.98 -6.37 29.76
H -17.82 -5.32 29.25
H -21.65 -4.50 30.14
H -22.56 -3.12 27.92
H -18.53 -4.20 27.29
H -20.96 -3.42 25.11
H -19.74 -2.25 25.75
H -21.54 -2.02 26.07
P -11.81 -3.04 27.94
F -12.71 -3.53 29.30
F -12.34 -4.48 27.29
F -13.24 -2.35 27.37
F -11.06 -2.68 26.58
F -11.53 -1.63 28.57
F -10.45 -3.59 28.63
P -18.89 -8.22 22.84
F -20.40 -7.92 23.38
F -19.29 -9.77 23.05
F -19.34 -8.31 21.25
F -17.42 -8.63 22.25
F -18.59 -6.61 22.64
F -18.37 -8.15 24.38
P -15.34 -0.09 38.60
F -14.14 -1.03 38.03
F -14.43 1.18 38.70
F -15.49 0.17 36.98
F -16.70 0.74 38.88
F -16.30 -1.33 38.13
F -15.17 -0.63 40.15
P -16.22 -13.15 33.05
F -15.87 -14.73 32.96
F -17.81 -13.39 32.80
F -16.48 -13.23 34.68
F -16.53 -11.56 33.24
F -14.60 -12.89 33.31
F -15.93 -12.95 31.45
P -27.22 -0.24 20.74
F -28.59 -1.03 20.56
F -28.13 0.89 21.34
F -26.85 -1.01 22.09
F -25.97 0.75 20.97
F -26.54 -1.48 19.91
F -27.57 0.33 19.27
P -24.39 3.61 28.96
F -23.30 2.86 29.89
F -25.58 2.52 29.24
F -25.02 4.42 30.20
F -25.43 4.39 27.96
F -23.26 4.74 28.60
F -23.89 2.77 27.65

As for the frontier orbital gap: 8.0 eV. Its total energy is -7649.0294 Ha. The molar mass is 1508.8 u.



Entry 5:
The following is a quantum chemistry calculation of a structure of composition C36H40HgO3P2S in a non-equilibrium geometry, from the Open Molecules 2025 dataset.

CARTESIAN COORDINATES (ANGSTROEM)
Hg 0.08 0.57 0.88
C -2.23 1.08 -2.74
C -1.97 -0.33 -2.46
C -1.20 -1.03 -3.60
C 0.15 -0.38 -3.94
C 0.84 0.39 -2.84
C 0.48 1.61 -2.41
C -0.24 2.55 -3.31
C -1.63 1.97 -3.73
C 1.06 1.14 2.71
H -3.22 1.41 -2.42
H -3.00 -0.74 -2.48
H -1.86 -0.99 -4.48
H -1.04 -2.09 -3.36
H 0.83 -1.18 -4.25
H -0.01 0.27 -4.82
H 1.83 0.00 -2.62
H 0.96 2.05 -1.53
H 0.34 2.76 -4.22
H -0.41 3.52 -2.82
H -2.30 2.84 -3.81
H -1.57 1.54 -4.74
H 0.70 2.16 2.97
H 2.15 1.13 2.60
H 0.77 0.42 3.49
P -1.42 -0.79 -0.75
P 2.47 -0.11 -0.09
C 0.18 -1.76 -0.97
C 1.53 -1.50 -0.84
C -2.39 -2.16 0.01
C -2.47 -3.43 -0.59
C -3.17 -4.45 0.07
C -3.74 -4.22 1.34
C -3.57 -2.99 1.96
C -2.90 -1.97 1.30
C -2.62 0.68 -0.13
C -2.17 2.01 -0.09
C -3.07 3.07 0.02
C -4.43 2.81 -0.07
C -4.90 1.50 -0.13
C -4.00 0.43 -0.08
C 3.68 -0.85 0.98
C 3.25 -1.83 1.90
C 4.19 -2.67 2.50
C 5.55 -2.48 2.26
C 5.99 -1.42 1.44
C 5.07 -0.59 0.82
C 3.06 1.58 -0.49
C 2.56 2.66 0.28
C 2.85 3.98 -0.05
C 3.74 4.27 -1.08
C 4.33 3.21 -1.78
C 3.95 1.89 -1.54
H -0.03 -2.83 -1.18
H 2.21 -2.30 -1.18
H -1.98 -3.64 -1.54
H -3.26 -5.44 -0.38
H -4.27 -5.02 1.86
H -3.96 -2.83 2.97
H -2.79 -1.01 1.80
H -1.10 2.28 -0.19
H -2.68 4.08 0.13
H -5.13 3.65 -0.08
H -5.98 1.29 -0.20
H -4.40 -0.60 -0.03
H 2.18 -1.93 2.11
H 3.84 -3.47 3.15
H 6.27 -3.15 2.71
H 7.06 -1.26 1.29
H 5.40 0.24 0.18
H 1.91 2.49 1.13
H 2.35 4.78 0.51
H 3.96 5.31 -1.31
H 5.10 3.44 -2.53
H 4.36 1.07 -2.14
C -1.44 -1.19 5.96
S -1.09 -1.46 4.23
O 0.38 -1.41 4.08
O -1.66 -2.79 4.00
O -1.76 -0.36 3.50
H -1.03 -2.04 6.51
H -2.53 -1.14 6.09
H -0.97 -0.26 6.30

As for the frontier orbital gap (alpha / beta): 5.3 / 6.7 eV. Its total energy is -2855.4822 Ha. The energy above the lowest of the compared OMol25 structures with the same formula, charge and spin comes out at 81.7 kcal/mol. The molar mass is 815.3 u.



Entry 6:
The following is a quantum chemistry calculation of a structure of composition C20H22F6HgIN3O7S3 in a non-equilibrium geometry, from the Open Molecules 2025 dataset.

CARTESIAN COORDINATES (ANGSTROEM)
Hg -1.43 0.22 0.98
C -1.96 -4.07 1.21
C -0.54 -3.61 1.29
N 0.43 -4.51 1.13
C 1.69 -4.10 1.24
C 2.08 -2.80 1.45
C 3.55 -2.47 1.57
O 4.07 -1.69 0.49
C 1.07 -1.78 1.54
C 1.43 -0.43 1.63
N 0.52 0.58 1.71
C 0.91 1.85 1.97
C 2.19 2.38 1.67
C 2.53 3.68 1.98
C 1.61 4.53 2.57
C 0.34 4.06 2.87
C 0.02 2.76 2.59
I -1.93 1.98 3.14
C -0.30 -2.25 1.54
O -1.33 -1.48 1.85
H -1.99 -5.16 1.19
H -2.42 -3.68 0.30
H -2.52 -3.69 2.06
H 2.44 -4.89 1.16
H 4.11 -3.41 1.65
H 3.74 -1.88 2.46
H 3.86 -2.16 -0.32
H 2.48 -0.19 1.75
H 2.90 1.74 1.17
H 3.53 4.02 1.76
H 1.87 5.55 2.82
H -0.39 4.71 3.34
F -5.15 2.78 -1.19
C -4.08 2.59 -0.42
F -4.40 1.66 0.50
F -3.88 3.74 0.25
S -2.56 1.99 -1.37
O -1.67 1.85 -0.21
O -2.32 3.08 -2.25
N -3.36 0.71 -1.84
S -2.61 -0.65 -2.02
O -2.26 -1.14 -3.31
O -1.72 -0.98 -0.92
C -4.10 -1.74 -1.66
F -4.63 -1.53 -0.46
F -3.77 -3.04 -1.73
F -5.06 -1.55 -2.57
C 1.19 3.00 -1.64
C 1.50 1.67 -2.28
S 0.24 0.47 -1.68
O -0.98 0.95 -2.42
C 0.74 -0.97 -2.70
C 1.86 -1.74 -2.03
H 1.87 3.77 -1.98
H 1.27 2.93 -0.55
H 0.17 3.29 -1.89
H 2.48 1.29 -1.98
H 1.42 1.71 -3.36
H 0.99 -0.60 -3.70
H -0.16 -1.56 -2.78
H 2.81 -1.23 -2.14
H 1.95 -2.74 -2.45
H 1.64 -1.83 -0.96

As for the frontier orbital gap (alpha / beta): 5.2 / 7.3 eV. The charge is -1. Its total energy is -3711.0561 Ha. The energy above the lowest of the compared OMol25 structures with the same formula, charge and spin comes out at 57.5 kcal/mol. The molar mass is 954.1 u. As for the spin multiplicity: 2.